[1]
Here is a 2-piece molecular cluster, C2H2N2 overall in a non-equilibrium geometry from the OMol25 dataset. Energies are from ωB97M-V/def2-TZVPD.

XYZ file:
```
6
Properties=species:S:1:pos:R:3:forces:R:3:nbo_charge:R:1
C -1.63097 -0.31363 -0.01832 -0.216 0.583 -0.294 -0.227
C -0.79154 0.55182 -0.04147 -0.832 -1.643 0.160 -0.236
H -2.45548 -0.99684 -0.08171 0.244 0.219 0.107 0.236
H 0.17608 0.93687 0.03032 0.292 1.027 -0.060 0.220
N 1.97213 -0.07810 0.47045 3.748 -0.248 -3.473 -0.011
N 2.72978 -0.10011 -0.35927 -3.236 0.061 3.562 0.018
```
Positions in Å, forces in eV/Å.

The HOMO energy is -0.394 hartree. For the LUMO energy, the calculation gives 0.04104 Eh. The energy relative to the best compared isomer or geometry (same formula, charge and spin) comes out at 8.5 kcal per mole. As for the total energy: -186.86356 Ha. The orbital gap is 11.8 eV. The spin multiplicity is 1.

***

[2]
Here is a 4-piece molecular cluster, CH8O5 overall in a non-equilibrium geometry from the OMol25 dataset. Energies are from ωB97M-V/def2-TZVPD.

XYZ file:
```
14
Properties=species:S:1:pos:R:3:forces:R:3:lowdin_spin:R:1
O -1.71445 1.17782 1.37964 0.072 0.726 0.701 0.749
C -2.15791 0.23522 0.73933 -0.997 -1.842 -1.239 0.114
O -1.62416 -0.85540 0.43306 0.486 0.177 0.858 0.049
H -3.23112 0.32668 0.40468 0.130 0.824 0.320 0.074
H -1.34314 -1.10217 -0.57911 0.701 0.289 -0.803 0.002
H 0.05616 -1.46313 -2.10417 0.803 -0.087 -0.144 0.000
H -0.45431 0.04683 -1.86809 0.704 -0.013 -0.393 0.000
O -0.62709 -0.89147 -1.77032 -1.853 -0.116 0.772 0.002
H 2.36430 -2.08003 0.28476 1.051 -2.215 0.655 0.000
H 2.89138 -0.74452 -0.27516 0.388 -0.090 0.108 0.000
O 2.12707 -1.22906 0.03205 -1.585 2.308 -0.830 0.000
H 1.55512 2.85730 1.35735 0.227 0.133 0.001 0.000
H 0.62896 1.71686 1.05458 -0.123 -0.192 0.096 0.002
O 1.52919 2.00506 0.91138 -0.005 0.098 -0.104 0.007
```
Positions in Å, forces in eV/Å.

The HOMO energy (spin up / spin down) is -0.543 / -0.543 hartree. As for the net charge: +1. For the LUMO energy (spin up / spin down), the calculation gives -0.19227 / -0.37123 Eh. The energy relative to the best compared isomer or geometry (same formula, charge and spin) comes out at 33.4 kcal per mole. The expectation value of S² is 0.756. As for the total energy: -418.70477 Ha. The orbital gap (spin up / spin down) is 9.6 / 4.7 eV. The spin multiplicity is 2.

***

[3]
Here is C2H6O2Tl as an isolated structure in a non-equilibrium geometry from the OMol25 dataset. Energies are from ωB97M-V/def2-TZVPD.

XYZ file:
```
11
Properties=species:S:1:pos:R:3:forces:R:3:nbo_charge:R:1
Tl -15.75493 -21.72063 18.12757 -0.257 -0.100 0.720 1.028
C -13.91809 -21.86955 13.26621 -6.218 -1.466 0.743 -0.164
C -14.11296 -20.44147 13.41779 4.265 -0.159 4.682 -0.158
O -13.83552 -20.01609 14.74386 -1.748 -1.646 -1.710 -0.250
O -14.78630 -22.69716 14.04648 2.756 2.984 -0.828 -0.252
H -12.85619 -22.09295 13.36892 2.115 -0.681 -0.031 0.477
H -14.05041 -22.13868 12.21828 0.187 -0.766 -1.102 0.371
H -15.07794 -20.03985 13.10858 -1.406 0.758 -1.186 0.461
H -13.30449 -19.92859 12.89679 0.266 1.153 -1.443 0.370
H -13.78625 -19.05750 14.72778 0.139 1.675 0.452 0.556
H -14.82542 -23.55206 13.61149 -0.098 -1.753 -0.297 0.561
```
Positions in Å, forces in eV/Å.

The HOMO energy is -0.904 hartree. As for the net charge: +3. For the LUMO energy, the calculation gives -0.78064 Eh. The energy relative to the best compared isomer or geometry (same formula, charge and spin) comes out at 23.3 kcal per mole. As for the total energy: -401.21918 Ha. The orbital gap is 3.4 eV. The spin multiplicity is 1.

***

[4]
Here is C29H23ClN2OPRh as an isolated structure from the OMol25 dataset. Energies are from ωB97M-V/def2-TZVPD.

XYZ file:
```
58
Properties=species:S:1:pos:R:3:forces:R:3:lowdin_spin:R:1
Rh -0.61722 0.19665 -0.15209 0.071 0.200 0.126 2.265
Cl -0.39662 -3.44619 6.08667 0.012 -0.080 0.054 0.141
C -0.29305 -2.30810 4.85187 -0.024 0.082 0.063 0.229
C -0.46081 -0.93368 5.15281 0.010 -0.102 0.031 -0.006
C -0.38695 -0.02547 4.15241 0.062 0.006 -0.126 0.126
C -0.16457 -0.42458 2.77808 0.068 -0.002 -0.011 0.125
O -0.15404 0.48367 1.90662 0.007 -0.010 0.115 0.317
C 0.03867 -1.84760 2.49557 -0.092 0.098 -0.061 0.107
C 0.39959 -2.39656 1.19029 0.188 -0.083 0.145 0.003
N 0.48364 -1.70737 0.12607 -0.222 0.059 -0.256 0.143
C 0.95069 -2.20628 -1.11504 0.002 0.060 0.067 0.002
C 1.45210 -3.46166 -1.33636 0.018 -0.134 0.047 0.020
C 1.88931 -3.84865 -2.61628 0.022 -0.072 0.029 -0.003
C 1.84383 -2.97002 -3.65956 -0.006 0.028 -0.052 0.018
C 1.36676 -1.65383 -3.45997 0.021 -0.004 -0.007 0.001
C 1.33208 -0.68532 -4.48905 0.039 -0.055 -0.087 0.020
C 0.89407 0.57934 -4.22413 0.009 0.086 -0.019 0.001
C 0.47040 0.88795 -2.92579 0.024 -0.063 0.115 0.038
N 0.46515 0.00247 -1.94269 0.052 -0.170 -0.376 0.100
C 0.91639 -1.27407 -2.18457 0.004 0.215 0.038 0.016
C -0.02799 -2.73485 3.53675 -0.011 -0.083 0.064 0.035
H -0.63803 -0.63086 6.17620 -0.005 -0.027 -0.010 -0.003
H -0.49895 1.03460 4.33669 -0.002 0.001 -0.022 0.004
H 0.64556 -3.45974 1.18400 0.042 0.034 0.092 0.003
H 1.53044 -4.17457 -0.52567 -0.003 -0.020 -0.039 0.001
H 2.27175 -4.84916 -2.76546 -0.007 0.014 0.023 0.000
H 2.18302 -3.26466 -4.64448 0.000 0.017 0.009 0.001
H 1.66621 -0.95630 -5.48355 -0.001 -0.007 0.025 0.001
H 0.87125 1.34320 -4.98780 0.000 0.004 0.020 0.000
H 0.13274 1.88637 -2.67834 -0.055 0.011 -0.014 0.005
H 0.13857 -3.79019 3.35705 -0.022 0.002 0.055 -0.002
C -3.57916 -0.32597 1.54668 0.038 0.034 -0.071 0.035
P -2.94602 -0.36148 -0.16375 -0.443 -0.059 -0.002 0.140
C -3.82568 0.93370 -1.05802 0.086 -0.002 -0.036 0.029
C -4.30570 2.06755 -0.40372 -0.016 0.034 0.007 0.018
C -4.95003 3.06091 -1.12743 0.028 -0.004 0.052 -0.001
C -5.10477 2.93188 -2.49957 -0.016 0.021 -0.024 0.020
C -4.61401 1.81154 -3.15830 0.042 -0.042 0.003 -0.001
C -3.97007 0.81492 -2.44311 -0.009 0.008 -0.009 0.018
C -3.53534 -1.92836 -0.83518 0.119 -0.013 0.070 0.017
C -2.64947 -2.96279 -1.12368 -0.008 0.023 -0.052 0.002
C -3.13202 -4.19205 -1.55271 0.025 0.022 0.003 0.000
C -4.49777 -4.38759 -1.68841 -0.016 0.014 0.012 0.000
C -5.38528 -3.35418 -1.40890 -0.007 0.016 -0.004 0.001
C -4.90962 -2.12439 -0.98513 0.003 -0.029 -0.022 0.004
H -4.66924 -0.33217 1.51275 -0.003 -0.012 0.051 0.007
H -3.23672 0.55415 2.09081 0.003 -0.009 -0.031 0.001
H -3.23379 -1.22537 2.05748 0.007 0.007 0.003 0.001
H -4.19337 2.17844 0.66777 -0.026 0.009 -0.010 0.000
H -5.33673 3.93359 -0.61867 0.007 -0.010 0.008 0.000
H -5.61420 3.70557 -3.05840 0.004 -0.007 0.002 0.001
H -4.74278 1.71251 -4.22793 0.005 -0.009 0.010 0.000
H -3.60379 -0.06897 -2.95371 -0.022 0.009 -0.013 0.000
H -1.58229 -2.80312 -1.03398 -0.013 -0.017 0.013 0.000
H -2.44450 -4.99476 -1.78555 0.001 0.013 0.003 0.000
H -4.87503 -5.34655 -2.01752 -0.004 0.009 -0.009 0.000
H -6.44984 -3.50768 -1.52489 0.011 0.003 0.000 0.000
H -5.60495 -1.31724 -0.78471 0.001 -0.015 0.009 0.000
```
Positions in Å, forces in eV/Å.

The HOMO energy (spin up / spin down) is -0.504 / -0.528 hartree. As for the net charge: +2. For the LUMO energy (spin up / spin down), the calculation gives -0.24444 / -0.32423 Eh. The expectation value of S² is 6.042. As for the total energy: -2215.18454 Ha. The orbital gap (spin up / spin down) is 7.1 / 5.6 eV. The spin multiplicity is 5.

***

[5]
Here is a 7-piece molecular cluster, C27H50BrO6 overall in a non-equilibrium geometry from the OMol25 dataset. Energies are from ωB97M-V/def2-TZVPD.

XYZ file:
```
84
Properties=species:S:1:pos:R:3:forces:R:3:mulliken_charge:R:1
C -5.74157 5.08647 -0.19637 2.635 -7.989 -1.433 -0.589
C -5.39545 3.74165 -0.52674 0.360 7.820 2.322 0.108
C -4.62830 2.26049 -0.64095 -0.466 2.739 1.122 -0.100
Br -4.38718 1.81079 -2.60096 -0.026 0.242 0.110 -0.316
H -5.77023 6.22340 0.16717 -0.168 -3.380 -1.194 0.283
H -3.51214 2.35228 -0.24586 -2.470 0.569 -0.993 -0.210
C 0.20419 1.45575 2.17744 0.350 0.153 0.492 -0.323
C -0.64453 0.27390 1.78549 0.022 -0.447 -0.325 -0.077
C -2.01388 0.90127 1.64085 -0.424 0.035 0.023 -0.506
O -1.80810 2.25762 1.22238 0.553 -0.147 0.243 -0.397
C -0.41669 2.57358 1.36860 -0.279 0.168 -0.333 -0.460
H 1.26876 1.32032 1.97045 -0.085 0.068 0.068 0.309
H 0.08565 1.65892 3.24843 0.108 0.023 -0.100 0.181
H -0.30940 -0.11870 0.81820 -0.057 -0.054 0.182 0.050
H -0.62387 -0.54264 2.51167 0.006 0.061 -0.159 0.210
H -2.54394 0.92392 2.59892 -0.058 -0.083 0.004 0.224
H -2.63822 0.38085 0.90886 -0.044 0.227 0.058 0.339
H 0.02065 2.62750 0.36568 0.106 0.060 -0.005 0.246
H -0.30873 3.54976 1.84935 -0.131 -0.003 -0.068 0.183
C 1.47890 -4.83360 1.11033 0.345 -0.128 0.457 -0.031
C 0.18591 -4.94843 0.34501 -0.160 -0.214 -0.561 -0.590
C -0.57722 -3.73448 0.82835 -0.324 0.289 0.158 -0.408
O 0.39607 -2.72861 1.14149 0.170 -0.399 -0.047 -0.296
C 1.69520 -3.33648 1.14370 -0.009 0.383 -0.182 -0.532
H 2.31063 -5.37432 0.65170 -0.137 0.083 0.139 0.210
H 1.34203 -5.21430 2.12948 0.097 0.029 -0.214 0.034
H 0.38256 -4.86240 -0.73016 -0.093 -0.026 0.087 0.267
H -0.34774 -5.88583 0.52112 0.034 0.106 -0.009 0.298
H -1.13632 -3.95498 1.74385 -0.083 -0.057 -0.034 0.271
H -1.27427 -3.35122 0.07755 0.092 0.079 0.119 0.253
H 2.22629 -2.99255 0.24944 0.108 -0.007 0.018 0.262
H 2.25253 -3.01233 2.02687 -0.098 0.090 -0.043 0.279
C -3.12137 5.89772 -4.03607 -0.296 -0.409 -0.266 -0.478
C -2.22705 7.05589 -4.39607 0.589 0.114 -0.163 -0.513
C -2.95105 8.22400 -3.76284 -0.338 0.237 0.309 -0.479
O -3.63106 7.71507 -2.60711 0.301 0.263 -0.504 -0.414
C -3.59500 6.28190 -2.65139 -0.171 -0.381 0.432 -0.095
H -2.61669 4.92860 -4.06033 -0.148 0.092 0.062 0.326
H -3.97344 5.85861 -4.72511 0.075 -0.065 0.072 0.257
H -1.24497 6.92596 -3.92627 -0.059 0.042 -0.068 0.255
H -2.07798 7.17874 -5.47180 0.004 0.042 0.074 0.331
H -3.70613 8.63778 -4.43960 0.049 0.077 -0.122 0.267
H -2.27093 9.02750 -3.46573 -0.093 0.013 0.060 0.272
H -2.89197 5.94169 -1.88326 -0.121 -0.132 -0.020 0.094
H -4.58560 5.88075 -2.42012 0.247 0.091 0.108 0.098
C 4.59650 4.46432 3.15450 0.404 -0.039 -0.526 -0.527
C 3.54079 5.39178 3.69858 -0.042 0.518 0.387 -0.519
C 2.30669 4.51656 3.67340 -0.439 -0.192 -0.154 -0.296
O 2.74988 3.16656 3.86885 0.348 0.284 -0.047 -0.375
C 4.17761 3.13185 3.73616 -0.147 -0.355 0.264 -0.404
H 5.61530 4.74829 3.42994 -0.091 -0.060 -0.030 0.332
H 4.53312 4.43104 2.06032 0.051 -0.009 0.117 0.269
H 3.78413 5.66482 4.73217 -0.042 0.021 -0.100 0.262
H 3.42323 6.31182 3.12046 -0.025 -0.109 0.071 0.321
H 1.80413 4.56591 2.70161 -0.042 0.094 0.041 0.131
H 1.58699 4.78421 4.45241 0.034 -0.146 -0.080 0.290
H 4.60229 2.98417 4.73510 0.115 -0.027 -0.024 0.254
H 4.46891 2.28789 3.10485 -0.128 0.007 0.080 0.266
C -1.91235 -0.57108 -4.40525 0.145 0.572 0.249 -0.261
C -1.85247 -1.26319 -5.74246 -0.281 -0.053 -0.510 -0.602
C -1.19783 -2.58064 -5.38830 0.216 -0.333 0.165 -0.428
O -1.58087 -2.88657 -4.04040 0.125 0.095 -0.364 -0.405
C -2.19082 -1.72306 -3.46469 -0.376 -0.082 0.336 -0.109
H -2.66886 0.21584 -4.35112 0.140 -0.131 0.113 0.055
H -0.93716 -0.12657 -4.17341 -0.117 0.001 0.016 0.269
H -2.86861 -1.43909 -6.11474 0.111 0.023 -0.008 0.264
H -1.30169 -0.70392 -6.50297 -0.039 -0.078 0.056 0.337
H -0.10585 -2.50195 -5.41570 0.054 0.006 -0.121 0.263
H -1.50587 -3.39362 -6.05210 0.036 -0.045 0.128 0.267
H -3.26592 -1.91615 -3.38163 0.029 0.140 0.081 0.237
H -1.78825 -1.55341 -2.46226 -0.033 -0.102 -0.098 0.060
C 4.17094 -8.60187 3.33939 0.127 -0.073 0.639 -0.551
C 3.68281 -9.43749 2.18432 0.248 -0.392 -0.468 -0.539
C 2.38828 -8.74530 1.81730 -0.432 0.126 -0.025 -0.477
O 2.55195 -7.35772 2.14130 0.324 -0.578 0.191 -0.305
C 3.74301 -7.21051 2.92674 -0.032 0.429 -0.185 -0.486
H 5.24645 -8.68213 3.51635 -0.119 0.040 -0.006 0.321
H 3.64884 -8.89664 4.25747 0.096 0.048 -0.068 0.266
H 4.39230 -9.36900 1.35125 -0.086 -0.055 0.067 0.269
H 3.54681 -10.49333 2.43175 -0.008 0.115 -0.050 0.327
H 1.55041 -9.12990 2.40842 -0.010 -0.095 -0.058 0.266
H 2.14352 -8.84923 0.75629 -0.031 0.124 0.100 0.272
H 4.50142 -6.73287 2.29689 0.071 0.031 0.086 0.294
H 3.54188 -6.56164 3.78359 -0.069 0.003 -0.139 0.302
```
Positions in Å, forces in eV/Å.

The HOMO energy is -0.092 hartree. As for the net charge: -1. For the LUMO energy, the calculation gives 0.07193 Eh. As for the total energy: -4083.93311 Ha. The orbital gap is 4.5 eV. The spin multiplicity is 1.

***

[6]
Here is a 3-piece molecular cluster, C6H10O2 overall in a non-equilibrium geometry from the OMol25 dataset. Energies are from ωB97M-V/def2-TZVPD.

XYZ file:
```
18
Properties=species:S:1:pos:R:3:forces:R:3:lowdin_spin:R:1
C 1.65819 0.29184 -0.25588 3.396 -0.627 -0.800 0.112
C 1.05568 -0.61762 0.59379 1.792 -2.054 -1.163 0.128
C 0.07209 -0.18950 1.41290 -2.136 -2.123 3.474 0.091
C -0.48546 1.09015 1.48245 4.357 -2.227 -3.724 0.101
C 0.03343 1.91311 0.45184 0.414 1.562 -0.977 0.198
C 1.22525 1.53728 -0.33801 -3.415 2.198 0.606 0.071
H 2.65307 0.11786 -0.74569 -1.016 -0.461 0.182 0.018
H 1.55045 -1.61610 0.66508 -0.891 0.734 0.192 0.033
H -0.23168 -1.10700 2.06706 -0.120 2.019 -0.427 0.024
H -1.09239 1.37898 2.22049 -2.604 1.058 2.417 0.011
H -0.47080 2.88605 0.26583 0.585 -0.564 0.057 0.022
H 1.62268 2.15663 -1.13286 0.016 0.562 0.320 0.008
H -0.09497 -2.08819 -1.71312 1.181 0.590 -0.333 0.027
H -0.74500 -2.54598 -0.47065 0.317 0.102 1.972 0.030
O -0.87644 -2.50451 -1.39303 -1.476 -0.867 -1.785 0.067
H -2.56762 -0.61362 -1.23281 -1.385 -1.782 -1.094 0.008
H -1.19725 -0.12329 -1.11648 -0.818 0.472 0.866 0.011
O -2.10924 0.03391 -0.76091 1.804 1.409 0.217 0.041
```
Positions in Å, forces in eV/Å.

The HOMO energy (spin up / spin down) is 0.034 / -0.162 hartree. As for the net charge: -1. For the LUMO energy (spin up / spin down), the calculation gives 0.16293 / 0.14712 Eh. The energy relative to the best compared isomer or geometry (same formula, charge and spin) comes out at 24.8 kcal per mole. The expectation value of S² is 0.757. As for the total energy: -385.01473 Ha. The orbital gap (spin up / spin down) is 3.5 / 8.4 eV. The spin multiplicity is 2.